Record 1
C6H8N2O2 | ωB97M-V with the def2-TZVPD basis set

Structure (XYZ):
```
18
Properties=species:S:1:pos:R:3
C 0.2588 -1.3024 2.3321
H 1.1323 -1.6392 -0.8213
H -2.1141 1.4631 2.2517
H -0.7387 -1.4529 0.6039
C -1.4008 1.4823 0.4225
C 0.7304 0.4661 -0.3895
C -0.7887 0.6412 -0.6789
H 1.2983 0.7429 -1.2772
O -0.9965 -1.0546 2.7923
H 1.0044 1.1578 0.4110
C 1.1467 -0.9613 0.0371
H 2.1453 -0.9545 0.4766
H -1.2846 -0.3275 -0.8255
N -1.7446 0.8526 1.5255
H -0.9071 1.1998 -1.6088
N 0.2021 -1.4174 1.0156
C -1.9738 -0.5315 2.0058
O -3.0464 -1.0325 1.8689
```

Computed properties:
lowest unoccupied orbital energy	0.53	eV
HOMO-LUMO gap	0.332	hartree
relative energy (zero: lowest compared OMol25 entry of this formula, charge and spin)	118.19	kcal per mole
E	-493.2585	Ha
charge	0


Record 2
C34H68Cu2O20S3 | ωB97M-V with the def2-TZVPD basis set

Structure (XYZ):
```
127
Properties=species:S:1:pos:R:3
H -7.7643 4.5903 -0.5541
C 4.8662 -4.8776 1.8338
H -0.0910 -7.1814 -3.6377
C -0.9947 0.0635 -5.6491
C 1.1023 5.6015 -1.8185
O 5.3760 1.6761 6.2743
O 0.6706 -6.1840 -1.4411
O -1.9462 7.2139 3.7600
H 6.6036 -3.2059 3.9725
O 1.1137 0.4726 -0.0372
H 4.0231 -5.5348 2.0470
C 0.3511 -0.4077 -5.1592
H -6.7937 -2.1753 -0.8328
C 4.2752 2.4057 5.7756
H -7.6732 4.4890 -2.3438
H 4.2346 -2.8591 3.4080
H -1.4010 -3.1780 -4.8541
O 0.9271 6.2082 -0.5041
O 4.8255 -2.5236 -3.5981
H 2.0862 -6.9758 -2.5557
C -6.4630 -4.9912 -1.1439
O 6.9092 3.5501 7.0231
H -1.5751 0.7478 -5.0303
S 0.0925 0.5486 0.9103
O 4.4555 -3.5969 1.5297
C 1.2123 -7.3221 -2.0039
H -7.5153 -4.7695 -1.3217
H 2.5799 7.2150 0.3392
O -1.5521 7.7490 6.0544
H 7.4348 -3.2339 -5.0461
Cu -1.3540 4.1112 2.2347
H 5.3753 -5.4277 1.0425
H -3.4781 2.0653 6.8527
H -4.8218 1.3078 3.3316
C -7.1492 4.7808 -1.4336
H -6.3571 -5.8955 -1.7431
S 6.7823 2.4460 6.1345
H 5.9531 -0.6323 -5.4147
H -5.7103 2.3481 4.5346
H -2.0165 -7.5970 -2.2526
C 2.3368 7.5449 -1.7680
H -5.7373 -0.2954 4.9689
H 5.2635 -0.4722 -3.1618
C -1.0566 -7.7634 -1.7637
H -5.8159 0.9344 6.1766
C 5.7428 -1.4089 -3.4463
O -0.1963 6.1839 4.6317
H 1.9859 6.5017 -3.5705
H 2.4575 8.5884 -2.0590
H 5.7067 -4.3378 -4.4164
C 1.4474 6.7512 -2.6562
C 5.8853 -4.8339 2.9445
O 0.1340 -1.7026 -4.5575
H 5.5175 -5.1866 3.9081
H -4.8533 7.0758 -0.7158
H 7.4859 -0.8748 -4.5906
C -0.5084 -6.5867 -0.8366
H 1.8655 4.8289 -1.7251
H 6.5050 -1.5218 -2.6753
O -1.0633 1.2818 0.4633
H -6.7750 -5.5436 0.8308
C -0.8248 -2.4017 -5.3574
O 0.4475 1.3113 2.0986
H -7.5271 6.8708 -1.6123
O -0.0997 -0.9222 1.0342
H -2.5944 -1.3508 -5.3184
H -2.0138 -1.2466 -6.9239
O 6.2423 3.1435 4.7339
H 1.0812 -0.6408 -5.9343
C -5.6311 6.3420 -0.5046
O -5.7317 -3.8757 -1.6133
H 1.6270 -7.9634 -1.2262
C -5.8974 -2.7772 -0.6830
H 6.7781 -5.4498 2.8366
C 5.3040 -3.3542 -4.6579
H -6.2429 6.3890 -2.6272
O -0.1340 8.6185 4.5715
H -4.8823 -3.4340 1.1668
H -3.7691 -0.2794 6.8429
H -6.1194 6.5241 0.4527
H -1.1933 -5.7402 -0.7865
C 6.5257 -2.6668 -5.2458
H 3.4905 1.7662 5.3713
O -5.0182 5.0482 -0.4240
H 5.0829 -1.7400 2.3397
H 4.6914 4.3321 4.8945
H -5.0908 -2.0502 -0.7782
H 0.5991 7.3556 -2.9775
H 0.2411 -8.8977 -3.0210
H 0.2806 4.9931 -2.1965
H -0.3261 -6.8904 0.1942
C 4.8567 3.2788 4.6678
H -0.9463 0.6839 -6.5440
C -3.1703 1.5928 5.9199
H -5.8092 3.1144 -0.8560
H 3.3190 7.0729 -1.7449
C -3.7928 0.1696 5.8499
H 6.4648 -2.7464 -6.3312
C -0.0055 -7.8614 -2.7901
C 6.4842 -1.2844 -4.7213
H -3.1638 -0.5310 5.3008
C 4.9676 -2.7912 2.6042
C -4.9142 1.6217 4.3714
H -2.0875 1.4691 5.9359
C -5.8234 -3.5893 0.6393
S -0.9386 7.4338 4.7705
C -6.6816 6.1839 -1.6507
H 0.8714 0.2767 -4.4892
H 1.1777 8.1765 -0.0723
H -1.0412 -8.6671 -1.1544
C -5.1704 0.5318 5.3960
H -5.0711 -5.5909 0.3804
Cu 1.6209 -2.5353 -1.1623
H 7.1487 -3.2733 2.2642
H -5.2880 4.0363 -2.2073
C 6.3098 -3.4190 2.9447
O -3.6700 2.1947 4.7298
C -1.6712 -1.2507 -5.8891
C -5.7488 4.1384 -1.2248
H 4.4548 3.0091 3.6911
C 1.7970 7.3447 -0.4080
C -6.0019 -5.0385 0.2518
O 7.9377 1.5340 5.8896
H 4.4409 -3.3662 -5.3235
H -6.6507 -3.3058 1.2900
H 3.9198 3.0545 6.5761
H -0.3409 -2.8652 -6.2172
```

Computed properties:
lowest unoccupied orbital energy (spin up / spin down)	-3.32 / -3.30	eV
HOMO-LUMO gap (spin up / spin down)	0.156 / 0.152	hartree
2S+1	3
<S²>	2.020
E	-7315.9504	Ha
charge	0


Record 3
C3H7BO2 | ωB97M-V with the def2-TZVPD basis set

Structure (XYZ):
```
13
Properties=species:S:1:pos:R:3
C 0.9684 -0.2778 -0.0595
H 0.6493 -1.4024 -0.1295
B -1.5901 -0.0280 -0.0743
H 2.8788 -0.3042 1.0635
H 2.5455 1.1298 -0.1100
O -2.1156 -1.2661 -0.0294
H 3.0532 -0.4257 -0.7892
C 2.4133 -0.0396 0.0266
H -3.0036 -1.4239 0.3526
H -3.3457 0.9020 0.2771
O -2.4623 0.9911 0.0099
H 0.1214 1.7136 -0.3235
C -0.1126 0.4313 -0.2142
```

Computed properties:
lowest unoccupied orbital energy	0.38	eV
HOMO-LUMO gap	0.373	hartree
relative energy (zero: lowest compared OMol25 entry of this formula, charge and spin)	18.29	kcal per mole
structure (SMILES)	C/C=C/B(O)O
E	-293.8771	Ha
charge	0


Record 4
C2H6N4OS | ωB97M-V with the def2-TZVPD basis set

Structure (XYZ):
```
14
Properties=species:S:1:pos:R:3
S -1.2223 -0.2814 2.3675
C -0.7087 0.1820 0.8632
H 0.3901 -2.0895 1.3671
N 1.9609 -2.1150 0.0498
N 0.9716 0.2788 -0.8869
O -1.6378 1.1471 -1.1102
H -1.4065 2.0077 -1.4871
N -1.3186 1.2818 0.2639
N 0.3331 -0.3764 0.1771
H 0.3264 0.3629 -1.6471
H 2.3025 -1.5116 -0.6967
H -2.1784 1.5058 0.7752
C 0.9236 -1.6116 0.5639
H 1.2641 1.2193 -0.5998
```

Computed properties:
lowest unoccupied orbital energy	0.06	eV
HOMO-LUMO gap	0.329	hartree
relative energy (zero: lowest compared OMol25 entry of this formula, charge and spin)	80.89	kcal per mole
structure (SMILES)	[H]/N=C\N(N)C(=S)NO
E	-772.1693	Ha
charge	0


Record 5
C4H2O2Sm | ωB97M-V with the def2-TZVPD basis set

Structure (XYZ):
```
9
Properties=species:S:1:pos:R:3
C -0.1063 0.2393 0.2792
C -0.9216 1.0833 -0.3925
O -1.7748 0.1095 -0.8113
H 2.9089 0.2785 0.4908
Sm -0.7562 -3.3383 -1.1320
C 1.9083 0.2187 0.8918
O -1.0205 -0.8513 -0.0592
H -1.0299 2.1234 -0.6831
C 0.7921 0.1368 1.4163
```

Computed properties:
lowest unoccupied orbital energy (spin up / spin down)	-10.25 / -10.05	eV
HOMO-LUMO gap (spin up / spin down)	0.198 / 0.206	hartree
relative energy (zero: lowest compared OMol25 entry of this formula, charge and spin)	82.60	kcal per mole
2S+1	7
<S²>	12.007
E	-961.0918	Ha
charge	+2


> Which formula does entry 1 have?

C6H8N2O2


> Among the records above, which one has the highest charge?

C4H2O2Sm